[1]
74
Properties=species:S:1:pos:R:3:lowdin_charge:R:1 method="wB97M-V/def2-TZVPD" homo_ev=-7.6 charge=0 orbital_gap_ev=6.987 multiplicity=1 relative_energy_kcal_mol=11.9 lumo_ha=-0.022
Mo 0.066 -0.452 2.133 1.139
C 3.456 0.454 -0.397 -0.008
C 2.422 0.746 0.651 -0.458
O 1.586 -0.198 0.912 -0.268
C 2.387 1.966 1.284 -0.036
C 1.481 2.292 2.304 -0.292
C 1.351 3.721 2.734 -0.023
N 0.732 1.379 2.911 -0.115
N 0.011 1.843 3.989 0.071
C -0.786 0.936 4.449 -0.448
O -0.817 -0.251 3.911 -0.281
C -1.684 1.268 5.567 -0.146
C -1.942 2.596 5.902 -0.026
C -2.818 2.891 6.932 -0.082
C -3.444 1.867 7.632 -0.090
C -3.180 0.545 7.307 -0.081
C -2.314 0.243 6.269 -0.021
H 3.062 -0.263 -1.115 0.081
H 3.758 1.365 -0.906 0.082
H 4.337 0.014 0.074 0.092
H 3.044 2.746 0.933 0.112
H 2.067 4.347 2.209 0.077
H 0.337 4.057 2.515 0.094
H 1.484 3.797 3.812 0.082
H -1.455 3.385 5.346 0.108
H -3.026 3.923 7.184 0.101
H -4.138 2.098 8.429 0.100
H -3.660 -0.252 7.860 0.102
H -2.112 -0.785 6.001 0.113
C -0.073 3.392 -4.894 -0.111
C 1.186 2.636 -5.311 -0.233
C 1.864 1.922 -4.139 -0.221
N 1.152 0.729 -3.718 0.022
C 0.340 0.652 -2.644 -0.820
S 0.094 1.896 -1.579 0.665
N -0.233 -0.582 -2.368 0.088
C -0.538 -1.661 -3.187 -0.412
O -0.731 -2.755 -2.709 0.106
C -0.690 -1.373 -4.646 -0.176
C -0.101 -2.205 -5.591 -0.021
C -0.254 -1.930 -6.942 -0.070
C -1.017 -0.844 -7.347 -0.077
C -1.632 -0.031 -6.405 -0.071
C -1.475 -0.296 -5.055 -0.034
H -0.418 4.031 -5.708 0.070
H 0.130 4.018 -4.026 0.064
H -0.876 2.705 -4.631 0.052
H 1.904 3.339 -5.740 0.106
H 0.937 1.894 -6.077 0.099
H 1.924 2.589 -3.282 0.074
H 2.872 1.615 -4.428 0.118
H 1.120 -0.025 -4.386 0.125
H -0.469 -0.713 -1.384 0.002
H 0.488 -3.049 -5.259 0.123
H 0.229 -2.554 -7.682 0.106
H -1.140 -0.633 -8.401 0.105
H -2.220 0.819 -6.724 0.109
H -1.953 0.329 -4.310 0.125
Te -2.033 -0.205 0.840 0.426
C 1.280 -4.409 1.359 -0.054
C 0.109 -3.717 2.076 -0.676
C -0.244 -4.458 3.379 -0.054
C -1.106 -3.760 1.146 -0.116
C 0.509 -2.315 2.444 -0.171
H 0.976 -5.404 1.032 0.086
H 2.151 -4.502 2.010 0.080
H 1.569 -3.836 0.476 0.085
H -0.775 -5.384 3.158 0.084
H -0.885 -3.829 4.000 0.085
H 0.655 -4.697 3.950 0.081
H -1.360 -4.795 0.912 0.083
H -0.891 -3.246 0.209 0.045
H -1.963 -3.288 1.626 0.045
H 1.381 -2.349 3.124 0.078



[2]
43
Properties=species:S:1:pos:R:3:nbo_charge:R:1 method="wB97M-V/def2-TZVPD" homo_ev=-4.0 charge=-1 orbital_gap_ev=6.923 multiplicity=1 lumo_ha=0.108
C 5.742 0.610 0.601 -0.734
C 4.367 0.827 1.181 0.816
O 3.862 0.095 1.983 -0.541
O 3.749 1.954 0.737 -0.574
C 2.827 1.789 -0.376 -0.076
C 1.451 2.356 -0.044 -0.415
C 0.332 1.544 -0.702 -0.450
C 0.349 0.061 -0.344 0.133
O 0.765 -0.743 -1.413 -0.763
B 0.515 -2.133 -0.909 0.441
O -0.686 -1.944 0.011 -0.763
C -1.003 -0.576 0.072 0.257
C -1.326 -0.163 1.534 -0.458
C -2.637 0.529 1.874 -0.059
O -2.438 1.957 1.813 -0.744
C -2.078 -0.216 -1.008 -0.444
C -2.693 -1.418 -1.737 -0.413
C -3.893 -2.134 -1.109 -0.502
S -3.837 -2.525 0.664 -0.074
H 6.150 1.549 0.228 0.221
H 5.651 -0.088 -0.235 0.245
H 6.387 0.182 1.369 0.229
H 3.285 2.322 -1.217 0.168
H 2.742 0.731 -0.648 0.215
H 1.332 2.353 1.045 0.218
H 1.367 3.397 -0.377 0.190
H 0.413 1.635 -1.792 0.208
H -0.627 1.989 -0.408 0.219
H 1.023 -0.108 0.521 0.151
H 0.288 -2.875 -1.874 -0.150
H 1.448 -2.577 -0.224 -0.151
H -0.536 0.497 1.915 0.210
H -1.264 -1.083 2.122 0.239
H -2.957 0.247 2.886 0.152
H -3.439 0.247 1.190 0.164
H -3.276 2.377 2.041 0.455
H -1.558 0.353 -1.785 0.216
H -2.875 0.440 -0.640 0.184
H -3.063 -1.049 -2.707 0.184
H -1.901 -2.136 -1.952 0.252
H -4.046 -3.081 -1.635 0.211
H -4.818 -1.562 -1.241 0.198
H -3.090 -3.628 0.588 0.136



[3]
69
Properties=species:S:1:pos:R:3:nbo_charge:R:1 method="wB97M-V/def2-TZVPD" homo_ev="-13.4 / -13.4" charge=+2 orbital_gap_ev="5.821 / 5.823" multiplicity=1 lumo_ha="-0.278 / -0.278"
Mn 0.044 0.630 0.969 -0.057
S 0.160 0.651 3.088 0.115
C -0.923 -0.743 2.798 -0.016
N -1.275 -1.375 3.915 -0.053
N -2.139 -2.303 3.992 -0.244
C -3.121 -2.785 3.061 0.141
C -3.960 -1.898 2.401 -0.233
C -4.946 -2.412 1.580 -0.190
C -5.087 -3.789 1.426 -0.183
C -4.255 -4.659 2.112 -0.191
C -3.265 -4.157 2.949 -0.233
N -1.326 -1.263 1.619 -0.176
N -0.935 -0.843 0.474 -0.233
C -1.378 -1.537 -0.681 0.152
C -1.020 -1.005 -1.912 -0.236
C -1.427 -1.646 -3.070 -0.185
C -2.179 -2.810 -2.989 -0.174
C -2.526 -3.334 -1.749 -0.184
C -2.131 -2.703 -0.582 -0.216
H -2.195 -2.705 4.922 0.418
H -3.854 -0.827 2.535 0.229
H -5.618 -1.737 1.069 0.236
H -5.861 -4.180 0.781 0.239
H -4.379 -5.728 2.012 0.242
H -2.616 -4.826 3.498 0.237
H -0.424 -0.098 -1.958 0.211
H -1.157 -1.242 -4.035 0.231
H -2.493 -3.313 -3.892 0.239
H -3.109 -4.241 -1.690 0.236
H -2.400 -3.106 0.384 0.240
C 3.966 1.071 -2.635 -1.139
Si 2.910 2.245 -1.647 1.474
C 3.842 3.559 -0.720 -1.136
C 1.515 2.910 -2.678 -1.137
As 2.023 0.775 0.090 0.216
Si 3.726 -0.771 0.897 1.468
C 3.121 -1.466 2.508 -1.139
C 3.840 -2.046 -0.454 -1.135
C 5.235 0.300 1.107 -1.139
H 4.312 1.594 -3.529 0.277
H 3.398 0.203 -2.976 0.254
H 4.848 0.723 -2.099 0.253
H 4.288 4.243 -1.445 0.274
H 4.648 3.151 -0.111 0.259
H 3.184 4.145 -0.077 0.256
H 1.935 3.611 -3.403 0.274
H 0.772 3.453 -2.099 0.247
H 1.019 2.117 -3.240 0.252
H 2.208 -2.052 2.399 0.248
H 2.946 -0.689 3.252 0.262
H 3.897 -2.127 2.897 0.273
H 2.889 -2.560 -0.599 0.255
H 4.577 -2.798 -0.164 0.274
H 4.159 -1.629 -1.408 0.255
H 5.042 1.143 1.772 0.257
H 5.632 0.679 0.166 0.251
H 6.022 -0.298 1.573 0.276
C -0.572 1.962 0.277 0.428
C -1.134 3.106 -0.300 -0.272
C -0.828 4.378 0.223 -0.120
C -1.378 5.495 -0.371 -0.213
C -2.232 5.347 -1.460 -0.098
C -2.554 4.091 -1.968 -0.213
C -2.007 2.962 -1.396 -0.120
H -0.173 4.463 1.079 0.236
H -1.156 6.480 0.013 0.249
H -2.660 6.228 -1.918 0.245
H -3.229 4.005 -2.807 0.248
H -2.236 1.975 -1.776 0.234



> Which value of multiplicity does entry 1 give?

1